[1]
Below is 2 unconnected molecules or ions with the total composition C3H6Br2Si in a non-equilibrium geometry, with properties calculated with the ωB97M-V functional and the def2-TZVPD basis.

Each line ends with the Mulliken spin population.
Element x y z (Å)
C 1.20775 -1.11468 -1.79956  -0.1932
C 0.49951 0.00958 -1.99642  1.0055
C -1.10186 0.27190 1.79851  0.0956
Si -1.85693 0.05777 0.06020  0.7348
Br -2.72388 -2.01352 -0.08583  0.0882
Br -3.53791 1.46640 -0.43074  0.0977
H 2.20056 -1.23915 -2.37732  0.0823
H 1.03401 -1.77287 -1.00564  0.0164
H 0.67257 0.83462 -2.56301  0.0712
H -0.91180 1.23963 2.30833  -0.0107
H -1.81630 -0.31097 2.49655  0.0184
H -0.11606 -0.40562 1.76359  -0.0062

## Properties
2S+1: 3
HOMO-LUMO gap (alpha / beta), Ha: 0.292 / 0.304
Expectation value of S²: 2.0182

***

[2]
Below is a gas-phase ion, C2H7N2O (charge +1) in a non-equilibrium geometry, with properties calculated with the ωB97M-V functional and the def2-TZVPD basis.

Each line ends with the Löwdin charge.
Element x y z (Å)
C -1.64534 0.29180 0.78805  0.0010
C -0.15923 0.41513 -0.05220  -0.1675
N -0.74724 -0.60692 -0.87437  -0.0650
N 1.07393 -0.20659 0.68230  0.2150
O -1.89097 -0.80558 -0.16348  -0.1069
H -1.79978 -0.16292 1.73611  0.0995
H -2.28009 1.25986 0.68007  0.1507
H -0.04897 1.41544 -0.51979  0.1621
H -0.78879 -0.35564 -1.87414  0.1540
H 0.98432 -1.23744 0.80118  0.1819
H 1.22377 0.20491 1.66033  0.1975
H 1.91896 0.06200 0.12615  0.1776

## Properties
Net charge: +1
HOMO-LUMO gap, Ha: 0.348
SMILES: [NH3+][C@@H]1CON1

***

[3]
Below is C16H19N5O3S2 in the gas phase in a non-equilibrium geometry, with properties calculated with the ωB97M-V functional and the def2-TZVPD basis.

Each line ends with the Löwdin charge.
Element x y z (Å)
O 4.66497 -2.81919 2.57046  0.0668
C 3.67228 -2.58768 1.91800  -0.5352
N 2.41969 -2.40833 2.39152  0.1220
C 1.97670 -2.40267 3.71767  -0.2137
C 0.63082 -2.11125 3.93573  -0.0296
C 0.12375 -2.09131 5.22014  -0.0939
C 0.94959 -2.36117 6.29949  -0.1051
C 2.28593 -2.65012 6.08271  -0.0835
C 2.80617 -2.67346 4.80110  -0.0129
H 3.84638 -2.89725 4.63441  0.0983
H 2.93478 -2.86095 6.91976  0.1025
H 0.55203 -2.34587 7.30318  0.0967
H -0.92031 -1.86468 5.37979  0.1002
H -0.00963 -1.90096 3.09038  0.1035
H 1.70159 -2.18139 1.70001  0.0865
C 3.73430 -2.48462 0.39174  -0.3444
H 2.90923 -3.00723 -0.08892  0.0840
H 4.69278 -2.87584 0.05248  0.0838
S 3.70654 -0.75492 -0.19953  0.9463
C 2.01348 -0.42677 -0.23510  -0.9301
N 1.09219 -1.22630 0.20659  -0.0975
N -0.14198 -0.74840 0.06868  0.0161
C -0.17240 0.41781 -0.47858  -0.5763
N -1.32713 1.10733 -0.72926  0.1139
C -1.30489 2.34453 -1.32207  -0.4595
O -0.25282 2.87285 -1.61038  -0.0141
C -2.67746 2.93730 -1.61350  -0.0970
N -3.16580 2.74512 -2.96005  -0.1596
C -3.38618 1.37920 -3.39946  -0.1475
C -2.15048 0.74910 -4.05890  -0.1870
O -1.69055 1.54756 -5.12291  -0.1250
C -1.34910 2.84414 -4.67091  -0.1800
H -1.03025 3.39625 -5.55590  0.1275
C -2.55432 3.53287 -4.01791  -0.1420
H -2.25756 4.50360 -3.62163  0.1265
H -3.32630 3.68159 -4.78140  0.1268
H -0.51078 2.78706 -3.96387  0.1109
H -2.40138 -0.22152 -4.49072  0.1289
H -1.34326 0.61158 -3.32195  0.1126
H -3.72602 0.77075 -2.55954  0.1196
H -4.18552 1.41575 -4.14815  0.1284
H -3.41612 2.51057 -0.92671  0.1259
H -2.61682 4.01477 -1.43860  0.1353
H -2.19058 0.65447 -0.46532  0.1562
S 1.39445 1.07768 -0.90261  1.1147

## Properties
HOMO-LUMO gap, Ha: 0.318
SMILES: O=C(CSc1nnc(NC(=O)CN2CCOCC2)s1)Nc1ccccc1

***

[4]
Below is a molecular structure, C36H36N8O2SY in a non-equilibrium geometry, with properties calculated with the ωB97M-V functional and the def2-TZVPD basis.

Each line ends with the Löwdin charge.
Element x y z (Å)
Y 0.22880 0.44843 -0.49327  1.4943
C 0.24421 -3.44482 -3.53689  -0.0272
C -0.10434 -2.75972 -2.22634  -0.5021
O 0.72083 -1.89149 -1.78745  -0.1614
C -1.29673 -3.10253 -1.62916  -0.0800
C -1.82291 -2.50602 -0.43833  -0.3565
C -3.03092 -3.16328 0.17884  -0.0503
N -1.29806 -1.45745 0.12194  -0.0338
N -1.88345 -1.13713 1.36270  0.0346
C -2.03828 0.14505 1.52238  -0.5181
O -1.80478 1.06240 0.65320  -0.1790
C -2.49448 0.57893 2.88569  -0.1448
C -2.95943 -0.32168 3.84098  -0.0373
C -3.32388 0.12474 5.10256  -0.0982
C -3.22250 1.47426 5.42675  -0.1123
C -2.75885 2.37471 4.47787  -0.0912
C -2.40301 1.92846 3.21074  -0.0329
H -0.15461 -2.85633 -4.36848  0.0744
H -0.17799 -4.44937 -3.59331  0.0700
H 1.32243 -3.49936 -3.67912  0.0510
H -1.89368 -3.87694 -2.09434  0.0862
H -3.36105 -4.00626 -0.42771  0.0615
H -3.84492 -2.44535 0.29009  0.0749
H -2.78838 -3.50685 1.18580  0.0729
H -3.00909 -1.37023 3.57850  0.1030
H -3.68239 -0.58250 5.84176  0.0912
H -3.50075 1.81884 6.41607  0.0892
H -2.66947 3.42640 4.72491  0.0963
H -2.03933 2.61090 2.45159  0.1123
C -2.69274 1.62889 -2.14673  -0.1063
N -1.61481 0.79290 -2.66960  -0.2783
C -2.16858 -0.38541 -3.31828  -0.0818
C -0.79633 1.53974 -3.63396  -0.1910
C 0.59083 0.96008 -3.78785  -0.2717
C 1.09653 0.68640 -5.05516  -0.0759
C 2.40353 0.22870 -5.20422  -0.1256
C 3.19190 0.07935 -4.06995  -0.1331
C 2.65145 0.34967 -2.81321  -0.1680
C 1.32869 0.75732 -2.61001  -0.1950
H -3.33249 2.00911 -2.95977  0.0862
H -2.27970 2.46861 -1.58805  0.0776
H -3.29901 1.04685 -1.45470  0.0805
H -2.87650 -0.09125 -4.11046  0.0892
H -2.68108 -1.01238 -2.59235  0.0780
H -1.36414 -0.96650 -3.76615  0.0746
H -0.71124 2.56083 -3.26183  0.0959
H -1.31142 1.59704 -4.60708  0.1160
H 0.47176 0.83304 -5.93270  0.0946
H 2.80063 0.01036 -6.18932  0.0822
H 4.22424 -0.24663 -4.16294  0.0836
H 3.30493 0.22207 -1.95122  0.0701
S 1.26911 2.56560 4.06746  1.0843
C 1.11865 0.88551 4.45686  -0.4698
C 1.25850 0.25374 5.68977  -0.1029
C 1.07871 -1.11561 5.74186  -0.1063
C 0.76542 -1.83996 4.58522  -0.0854
C 0.62732 -1.21261 3.36308  -0.0241
C 0.80768 0.16892 3.29822  -0.3023
N 0.68206 0.94601 2.15429  0.0407
C 0.89472 2.19860 2.38749  -0.5097
C 0.81169 3.24720 1.35546  -0.2752
C 0.93625 4.58661 1.73424  -0.0889
C 0.79994 5.58856 0.79051  -0.1145
C 0.54878 5.23064 -0.53017  -0.1088
C 0.45142 3.88949 -0.88129  -0.1376
C 0.56833 2.83021 0.03236  -0.1456
H 1.49193 0.82157 6.58170  0.0991
H 1.17518 -1.63111 6.68979  0.0926
H 0.61860 -2.91079 4.65180  0.0967
H 0.35675 -1.75534 2.46773  0.0951
H 1.13308 4.85143 2.76928  0.0719
H 0.89213 6.62963 1.07469  0.0887
H 0.43832 6.00188 -1.28609  0.0896
H 0.29962 3.66440 -1.93296  0.0615
N 5.27817 -3.77228 -1.13731  0.1415
C 4.14773 -3.01367 -1.02727  -0.5055
N 3.36819 -2.88434 -2.09235  0.2105
N 3.94928 -2.43838 0.13568  0.1187
C 2.99664 -1.54802 0.27838  -0.3009
N 2.23811 -0.71121 0.54073  0.1327
H 5.28551 -4.51173 -1.81716  0.0940
H 5.73532 -3.96450 -0.26274  0.0989
H 3.64350 -3.29543 -2.96532  0.1089
H 2.44393 -2.43963 -2.02634  0.0632

## Properties
Net charge: -1
HOMO-LUMO gap, Ha: 0.235

***

[5]
Below is C5H8N2 in the gas phase in a non-equilibrium geometry, with properties calculated with the ωB97M-V functional and the def2-TZVPD basis.

Each line ends with the Löwdin charge.
Element x y z (Å)
C 2.44891 0.29102 -0.46595  -0.0672
N 1.04106 0.52726 0.03476  -0.0616
C 0.02033 1.46726 1.17685  -0.0086
N -1.12231 0.91299 1.01524  0.0327
C -1.11649 -0.18295 0.21850  -0.3733
C -2.35230 -1.00250 -0.00706  -0.0606
C 0.14025 -0.39755 -0.31178  -0.1361
H 2.50401 -0.47731 -1.27743  0.0837
H 2.85124 1.21860 -0.88892  0.0699
H 3.13044 -0.05440 0.32477  0.0738
H 0.09747 2.57531 1.28960  0.0964
H -3.15838 -0.60708 0.62632  0.0747
H -2.66905 -0.94526 -1.05970  0.0723
H -2.18308 -2.05739 0.25817  0.0725
H 0.36791 -1.26801 -0.93337  0.1315

## Properties
HOMO-LUMO gap, Ha: 0.322
SMILES: Cc1cn(C)cn1

***

[6]
Below is 2 unconnected molecules or ions with the total composition C3H6N2O in a non-equilibrium geometry, with properties calculated with the ωB97M-V functional and the def2-TZVPD basis.

Each line ends with the Löwdin charge.
Element x y z (Å)
C -0.95520 -1.01364 -0.10618  -0.1129
C -0.77047 2.60414 0.20097  -0.0036
O -0.36788 3.14906 -0.70892  0.0329
N 1.28568 0.52253 1.08680  0.0597
C 1.40979 -0.37648 0.19033  -0.3438
N 0.45588 -1.20312 -0.35190  -0.0735
H -1.35980 -0.10921 -0.58330  0.0659
H -1.50192 -1.88180 -0.48042  0.0816
H -1.14305 -0.94293 0.97003  0.0829
H 0.31578 0.62533 1.38852  -0.0137
H 2.40972 -0.57060 -0.20765  0.1090
H 0.71203 -1.68299 -1.19965  0.1155

## Properties
HOMO-LUMO gap, Ha: 0.367